[1]
The following is a DFT calculation (ωB97M-V with the def2-TZVPD basis set) of an isolated ion of composition C5H13NO2 and charge +1 at a distorted geometry.

Calculated values
HOMO level (alpha / beta): -14.360 / -14.360 eV
HOMO-LUMO gap (alpha / beta): 11.41 / 6.74 eV
Relative energy (zero: lowest compared OMol25 entry of this formula, charge and spin): 1.2374 eV

```
! RIJCOSX wB97M-V def2-TZVPD def2/J DEFGRID3
* xyz 1 2
C -1.590 1.358 0.556
N -0.200 1.176 0.245
C 0.433 -0.074 0.219
C 1.949 0.078 0.449
O 2.468 -0.871 1.365
C 0.160 -0.879 -1.196
O -0.358 -2.128 -0.922
C -2.522 1.341 -0.672
H -1.689 2.339 1.032
H -1.924 0.566 1.212
H 0.213 1.885 -0.357
H -0.009 -0.760 0.942
H 2.241 1.074 0.782
H 2.547 -0.060 -0.449
H 1.798 -1.179 1.990
H -0.544 -0.284 -1.788
H 1.103 -0.983 -1.695
H -1.323 -2.075 -0.844
H -2.662 0.321 -1.037
H -2.188 1.978 -1.483
H -3.466 1.694 -0.301
*
```



[2]
The following is a DFT calculation (ωB97M-V with the def2-TZVPD basis set) of an isolated molecule of C17H16BrF3N2O3S.

Calculated values
SMILES: CC[C@@H](C)NS(=O)(=O)c1ccc(F)c(C(=O)Nc2c(F)cc(F)cc2Br)c1
HOMO level: -9.242 eV
HOMO-LUMO gap: 9.23 eV
Relative energy (zero: lowest compared OMol25 entry of this formula, charge and spin): 0.0117 eV

```
! RIJCOSX wB97M-V def2-TZVPD def2/J DEFGRID3
* xyz 0 1
C -4.024 -3.957 -0.088
C -3.395 -2.813 -0.875
C -3.598 -1.447 -0.213
C -2.832 -1.314 1.098
N -3.116 -0.412 -1.121
S -3.419 1.171 -0.719
O -4.520 1.292 0.193
O -3.456 1.914 -1.944
C -1.919 1.640 0.152
C -1.996 2.540 1.199
C -0.838 2.919 1.854
C 0.375 2.391 1.445
F 1.478 2.777 2.120
C 0.473 1.485 0.390
C 1.719 0.807 -0.080
O 1.677 -0.205 -0.742
N 2.898 1.401 0.286
C 4.144 0.892 -0.096
C 5.063 1.730 -0.733
F 4.707 3.015 -0.923
C 6.302 1.305 -1.160
C 6.628 -0.025 -0.947
F 7.818 -0.477 -1.364
C 5.771 -0.893 -0.298
C 4.539 -0.427 0.137
Br 3.456 -1.592 1.150
C -0.711 1.120 -0.253
H -5.077 -3.758 0.098
H -3.944 -4.883 -0.652
H -3.525 -4.100 0.866
H -2.325 -2.989 -0.996
H -3.845 -2.784 -1.871
H -4.668 -1.291 -0.012
H -1.763 -1.410 0.921
H -3.148 -2.082 1.797
H -3.034 -0.343 1.541
H -3.357 -0.569 -2.088
H -2.962 2.918 1.495
H -0.855 3.612 2.681
H 2.896 2.367 0.581
H 6.984 1.980 -1.650
H 6.066 -1.915 -0.120
H -0.668 0.410 -1.063
*
```



[3]
The following is a DFT calculation (ωB97M-V with the def2-TZVPD basis set) of C33H30IrN5O5S5Si as an isolated structure.

Calculated values
HOMO level (alpha / beta): -1.889 / -2.471 eV
HOMO-LUMO gap (alpha / beta): 6.02 / 5.79 eV
Relative energy (zero: lowest compared OMol25 entry of this formula, charge and spin): 2.3216 eV

```
! RIJCOSX wB97M-V def2-TZVPD def2/J DEFGRID3
* xyz -2 5
Ir -0.135 0.562 0.282
S -0.137 -0.415 2.383
C 1.127 -1.563 1.816
N 1.114 -2.835 2.037
N 0.130 -3.339 2.852
C -0.390 -2.839 4.025
C -1.658 -3.271 4.441
C -2.166 -2.875 5.664
C -1.436 -2.039 6.505
C -0.178 -1.614 6.095
C 0.351 -2.009 4.878
N 2.140 -1.044 1.059
N 1.849 0.179 0.601
C 2.951 1.021 0.408
C 2.783 2.397 0.531
C 3.852 3.256 0.335
C 5.113 2.755 0.038
C 5.290 1.377 -0.045
C 4.227 0.512 0.143
H -0.349 -4.116 2.431
H -2.250 -3.883 3.770
H -3.154 -3.209 5.962
H -1.845 -1.720 7.456
H 0.405 -0.964 6.738
H 1.338 -1.684 4.574
H 1.805 2.789 0.777
H 3.695 4.325 0.414
H 5.946 3.428 -0.122
H 6.270 0.974 -0.273
H 4.351 -0.560 0.072
O 4.101 7.064 -3.355
C 3.473 6.065 -3.076
S 3.968 4.435 -3.511
C 2.612 3.536 -2.802
C 1.658 4.328 -2.125
S 0.301 3.839 -1.279
S 1.960 6.075 -2.176
S 2.616 1.882 -3.013
O -2.303 -3.429 -0.035
C -1.483 -2.588 -0.422
O -1.471 -1.359 -0.096
C -0.416 -3.072 -1.406
C 0.736 -2.342 -1.668
C 1.700 -2.777 -2.584
C 1.444 -3.962 -3.223
O 2.219 -4.612 -4.165
C 1.479 -5.764 -4.546
O 0.321 -5.853 -3.730
C 0.309 -4.699 -2.963
C -0.637 -4.291 -2.060
H 0.898 -1.418 -1.136
H 2.597 -2.204 -2.780
H 2.095 -6.655 -4.404
H 1.185 -5.679 -5.598
H -1.526 -4.865 -1.837
C -1.840 2.982 2.285
Si -2.924 1.893 1.209
C -3.577 0.419 2.140
C -4.390 2.973 0.721
N -1.919 1.372 -0.116
C -2.101 1.405 -1.492
C -1.018 1.033 -2.310
C -1.093 1.051 -3.685
C -2.278 1.437 -4.305
C -3.368 1.786 -3.520
C -3.291 1.769 -2.135
H -2.365 3.336 3.179
H -1.507 3.849 1.706
H -0.950 2.432 2.606
H -4.341 0.703 2.871
H -2.766 -0.096 2.660
H -3.996 -0.310 1.441
H -4.790 3.426 1.633
H -5.197 2.408 0.245
H -4.089 3.780 0.046
H -0.053 0.741 -1.851
H -0.220 0.786 -4.266
H -2.345 1.470 -5.385
H -4.300 2.078 -3.991
H -4.157 2.028 -1.544
*
```



[4]
The following is a DFT calculation (ωB97M-V with the def2-TZVPD basis set) of an isolated molecule of C4H6N2S2 at a distorted geometry.

Calculated values
SMILES: CC1=NSCSN=C1
HOMO level: -8.409 eV
HOMO-LUMO gap: 8.00 eV
Relative energy (zero: lowest compared OMol25 entry of this formula, charge and spin): 4.3395 eV

```
! RIJCOSX wB97M-V def2-TZVPD def2/J DEFGRID3
* xyz 0 1
C 2.536 -1.219 0.878
C 1.172 -0.695 0.352
N 0.871 -1.029 -0.954
S -0.738 -0.779 -1.495
C -1.307 0.903 -1.088
S -0.564 1.660 0.351
N -0.811 0.521 1.705
C 0.168 -0.340 1.562
H 3.033 -1.355 0.035
H 3.125 -0.361 1.390
H 2.339 -2.034 1.587
H -1.085 1.676 -1.848
H -2.517 0.726 -0.659
H 0.104 -1.088 2.321
*
```



[5]
The following is a DFT calculation (ωB97M-V with the def2-TZVPD basis set) of an isolated molecule of C5H7N.

Calculated values
SMILES: [H]/N=C\CC=C=C
HOMO level: -9.747 eV
HOMO-LUMO gap: 10.72 eV
Relative energy (zero: lowest compared OMol25 entry of this formula, charge and spin): 2.2557 eV

```
! RIJCOSX wB97M-V def2-TZVPD def2/J DEFGRID3
* xyz 0 1
H 0.269 1.585 -1.866
N 0.316 2.004 -0.932
C -0.439 1.370 -0.134
C -1.285 0.157 -0.439
C -0.609 -1.110 0.049
C 0.613 -1.105 0.514
C 1.832 -0.997 0.967
H -0.453 1.703 0.909
H -2.253 0.250 0.071
H -1.495 0.100 -1.516
H -1.185 -2.034 0.029
H 2.688 -1.160 0.318
H 2.026 -0.717 1.999
*
```



[6]
The following is a DFT calculation (ωB97M-V with the def2-TZVPD basis set) of a 9-piece molecular cluster, C36H87N3O9 overall at a distorted geometry.

Calculated values
SMILES: CC1(C)CCCC(C)(C)N1O.CC1(C)CCCC(C)(C)N1O.CC1(C)CCCC(C)(C)N1O.CCO.CCO.CCO.CO.CO.CO
HOMO level: -8.035 eV
HOMO-LUMO gap: 8.51 eV
Relative energy (zero: lowest compared OMol25 entry of this formula, charge and spin): 3.3262 eV

```
! RIJCOSX wB97M-V def2-TZVPD def2/J DEFGRID3
* xyz 0 1
C -2.535 2.263 4.242
C -2.600 3.742 3.848
C -3.916 4.367 4.302
C -1.498 4.496 4.604
C -0.083 4.218 4.131
C -0.021 4.376 2.606
C -1.128 3.699 1.799
C -1.077 4.275 0.367
C -0.929 2.165 1.626
N -2.435 3.944 2.403
O -3.477 3.329 1.696
H -3.156 1.636 3.589
H -1.613 1.691 4.290
H -3.044 2.098 5.199
H -4.801 3.992 3.784
H -4.087 4.185 5.368
H -4.018 5.456 4.280
H -1.705 5.570 4.580
H -1.591 4.260 5.669
H 0.556 4.997 4.561
H 0.383 3.307 4.510
H 0.914 3.900 2.299
H -0.007 5.449 2.414
H -1.320 5.340 0.387
H -1.819 3.722 -0.211
H -0.105 4.160 -0.109
H -1.841 1.614 1.415
H -0.422 1.762 2.507
H -0.219 1.962 0.817
H -4.059 4.056 1.450
C -1.352 -1.005 3.783
C -0.646 -2.128 3.010
C 0.497 -1.644 2.111
C -0.105 -3.184 3.971
C -1.141 -4.152 4.536
C -2.080 -4.732 3.453
C -2.661 -3.683 2.475
C -3.101 -4.458 1.238
C -3.854 -3.022 3.185
N -1.571 -2.786 2.054
O -2.069 -1.870 1.100
H -0.546 -0.616 4.419
H -1.608 -0.150 3.157
H -2.255 -1.217 4.348
H 1.429 -1.490 2.671
H 0.755 -2.470 1.448
H 0.303 -0.696 1.611
H 0.719 -3.787 3.593
H 0.222 -2.684 4.890
H -0.599 -5.006 4.953
H -1.743 -3.818 5.384
H -2.893 -5.181 4.032
H -1.627 -5.586 2.945
H -3.563 -3.789 0.519
H -3.761 -5.270 1.573
H -2.322 -5.112 0.837
H -4.006 -1.995 2.840
H -3.629 -2.926 4.248
H -4.777 -3.572 3.014
H -1.449 -1.954 0.366
C 7.705 -0.299 -0.944
C 6.319 -0.306 -0.283
C 6.422 -0.306 1.253
C 5.505 0.858 -0.842
C 3.990 0.715 -0.722
C 3.598 -0.594 -1.427
C 4.269 -1.830 -0.834
C 3.586 -2.132 0.481
C 4.009 -2.953 -1.848
N 5.698 -1.587 -0.731
O 6.495 -2.741 -0.749
H 8.317 0.499 -0.508
H 8.291 -1.201 -0.790
H 7.584 -0.088 -2.004
H 5.472 -0.112 1.742
H 6.859 -1.269 1.524
H 7.143 0.441 1.597
H 5.809 1.793 -0.360
H 5.724 1.035 -1.899
H 3.691 0.772 0.330
H 3.357 1.448 -1.228
H 3.822 -0.372 -2.472
H 2.506 -0.676 -1.408
H 3.922 -3.109 0.867
H 2.500 -2.117 0.507
H 4.015 -1.551 1.302
H 4.279 -3.979 -1.571
H 4.509 -2.861 -2.812
H 2.919 -3.038 -1.932
H 6.419 -3.061 0.163
C -2.563 -0.646 -1.930
C -1.340 0.202 -2.227
O -0.310 -0.561 -2.915
H -2.902 -1.257 -2.771
H -3.444 -0.042 -1.717
H -2.372 -1.327 -1.101
H -0.816 0.503 -1.315
H -1.595 1.078 -2.833
H 0.450 0.035 -2.876
C -1.514 1.155 -6.917
C -2.507 0.181 -6.311
O -1.783 -0.846 -5.622
H -1.173 2.006 -6.316
H -1.942 1.786 -7.713
H -0.668 0.708 -7.437
H -2.998 -0.359 -7.122
H -3.289 0.640 -5.704
H -1.479 -0.458 -4.789
C 3.928 1.422 -5.002
C 2.687 0.572 -4.901
O 1.532 1.325 -4.571
H 4.780 0.882 -5.417
H 4.277 1.680 -3.995
H 3.790 2.348 -5.558
H 2.881 -0.229 -4.182
H 2.508 0.073 -5.862
H 0.782 0.948 -5.041
C -1.799 3.727 -4.016
O -2.385 4.631 -4.938
H -2.357 3.654 -3.075
H -1.863 2.717 -4.423
H -0.751 3.934 -3.790
H -2.246 5.505 -4.557
C -1.093 -3.909 -2.899
O -1.370 -5.247 -2.525
H -1.982 -3.423 -3.285
H -0.503 -3.348 -2.174
H -0.429 -3.901 -3.774
H -0.634 -5.830 -2.711
C -5.255 -0.651 0.565
O -4.666 0.622 0.393
H -4.541 -1.262 1.137
H -6.132 -0.635 1.216
H -5.381 -1.146 -0.399
H -5.178 1.314 0.811
*
```



[7]
The following is a DFT calculation (ωB97M-V with the def2-TZVPD basis set) of a 2-piece molecular cluster, C4H12N2 overall at a distorted geometry.

Calculated values
HOMO level: -16.629 eV
HOMO-LUMO gap: 5.16 eV
Relative energy (zero: lowest compared OMol25 entry of this formula, charge and spin): 9.1699 eV

```
! RIJCOSX wB97M-V def2-TZVPD def2/J DEFGRID3
* xyz 2 1
C 0.252 0.367 0.372
C -0.063 0.741 -0.889
C -1.274 -0.145 -1.045
C -1.708 -0.860 0.107
N -2.636 -0.110 1.159
N 3.569 -0.222 -0.273
H 0.619 -0.450 0.910
H 0.564 1.308 0.924
H 0.729 0.642 -1.545
H -0.250 1.956 -0.913
H -1.413 -0.474 -2.082
H -1.550 -1.812 0.615
H -3.522 0.279 0.653
H -2.184 0.691 1.627
H -2.646 -0.790 1.940
H 3.564 -1.274 -0.170
H 4.631 0.156 -0.070
H 3.318 -0.004 -1.319
*
```



[8]
The following is a DFT calculation (ωB97M-V with the def2-TZVPD basis set) of C21H20ClNOPPb as an isolated structure at a distorted geometry.

Calculated values
HOMO level (alpha / beta): -18.408 / -18.424 eV
HOMO-LUMO gap (alpha / beta): 4.64 / 4.67 eV
Relative energy (zero: lowest compared OMol25 entry of this formula, charge and spin): 0.0000 eV

```
! RIJCOSX wB97M-V def2-TZVPD def2/J DEFGRID3
* xyz 3 1
Pb 2.081 1.988 2.082
Cl 0.092 1.566 3.399
C 1.539 -0.580 1.380
O 1.577 -1.659 1.838
P -0.171 -0.051 -0.271
C 0.310 0.742 -1.844
C -0.558 -1.759 -0.762
C -1.798 0.663 0.138
C -1.853 -2.326 -0.663
C -2.067 -3.644 -1.099
C -1.035 -4.397 -1.624
C 0.265 -3.863 -1.698
C 0.490 -2.541 -1.256
H -2.667 -1.747 -0.250
H -3.079 -4.062 -1.026
H -1.214 -5.422 -1.975
H 1.076 -4.447 -2.097
H 1.504 -2.143 -1.310
C 1.019 1.950 -1.816
C 1.485 2.530 -2.992
C 1.229 1.922 -4.231
C 0.487 0.743 -4.276
C 0.024 0.143 -3.092
H 1.186 2.445 -0.851
H 2.061 3.455 -2.945
H 1.620 2.383 -5.147
H 0.273 0.276 -5.235
H -0.527 -0.785 -3.156
C -2.550 1.433 -0.770
C -3.803 1.925 -0.407
C -4.324 1.688 0.873
C -3.556 0.956 1.794
C -2.322 0.449 1.424
H -2.152 1.648 -1.760
H -4.390 2.504 -1.124
H -5.304 2.070 1.157
H -3.935 0.789 2.807
H -1.714 -0.073 2.172
H 3.595 1.986 0.793
H 1.639 3.200 1.107
C 4.366 -0.174 5.896
C 4.074 0.344 4.598
N 3.730 0.792 3.567
H 3.508 0.012 6.560
H 5.259 0.323 6.283
H 4.534 -1.254 5.808
*
```